No. 1
{
  "formula": "C2H3N",
  "method": "ωB97M-V/def2-TZVPD",
  "gap_ev": 11.20,
  "relative_energy_kcal_mol": 62.6,
  "smiles": "C1=NC1",
  "symbols": ["C", "N", "C", "H", "H", "H"],
  "xyz": [[-0.5713, -0.6956, -0.0590], [-1.0611, 0.4283, -0.1208], [0.4670, 0.3828, 0.0269], [-0.7657, -1.7837, -0.1669], [0.7601, 0.6017, 0.9821], [1.1710, 1.0664, -0.6623]],
  "lowdin_charge": [-0.167, 0.077, -0.162, 0.114, 0.013, 0.125]
}



No. 2
{
  "formula": "C2H3N",
  "method": "ωB97M-V/def2-TZVPD",
  "gap_ev": 11.65,
  "relative_energy_kcal_mol": 42.8,
  "symbols": ["C", "C", "N", "H", "H", "H"],
  "xyz": [[0.9866, -0.2193, -0.0562], [-0.3763, 0.1028, -0.0935], [2.1192, -0.2677, -0.0096], [-0.5680, 1.1996, 0.1146], [-1.1382, -0.6160, 1.0417], [-1.0233, -0.1994, -0.9970]],
  "lowdin_charge": [-0.376, -0.135, 0.143, 0.074, 0.214, 0.079]
}



No. 3
{
  "formula": "C2H3N2O",
  "method": "ωB97M-V/def2-TZVPD",
  "total_charge": 1,
  "gap_ev": 13.42,
  "relative_energy_kcal_mol": 27.7,
  "smiles": "CC(=O)[N+]#N",
  "symbols": ["C", "C", "O", "N", "N", "H", "H", "H"],
  "xyz": [[-0.1486, 0.0704, -0.0326], [-1.4601, 0.7995, -0.0283], [-2.0333, 1.8050, -0.1427], [-2.6643, -0.5519, 0.1958], [-3.4585, -1.2701, -0.0348], [0.2229, -0.3523, -1.0808], [-0.1470, -0.7620, 0.8359], [0.4935, 0.8926, 0.2652]],
  "lowdin_charge": [0.024, -0.212, 0.301, 0.132, 0.310, 0.177, 0.168, 0.101]
}